This record from the Open Molecules 2025 dataset describes 2 unconnected molecules or ions with the total composition C7H19IN6O2PS at a distorted geometry. The level of theory is ωB97M-V with the def2-TZVPD basis set.

Summary:
LUMO: -4.15 eV
E_HOMO: -11.0 eV
Net charge: +1

Each line ends with the Löwdin charge.
CARTESIAN COORDINATES (ANGSTROEM)
1 C 2.0675 0.4108 -0.2744  -0.09
2 C 1.5407 1.8217 0.1259  -0.24
3 C 0.9266 2.5889 -1.0799  -0.16
4 C -0.6247 2.4719 -1.1277  -0.21
5 N -1.0686 1.1704 -0.6031  0.02
6 N -2.3502 0.8502 -1.0075  -0.03
7 C -2.8430 0.4745 -2.1904  -0.35
8 N -2.1149 0.3185 -3.3331  0.20
9 N -4.1534 0.2280 -2.0778  0.14
10 N -4.4595 0.4693 -0.8306  0.05
11 N -3.4214 0.8364 -0.1860  -0.26
12 P -3.6772 1.1605 1.5976  0.56
13 O -5.0051 2.1292 1.5331  -0.36
14 I -1.9177 2.6290 2.4346  0.52
15 H 1.2715 -0.3503 -0.2829  0.06
16 H 2.4902 0.4557 -1.2843  0.08
17 H 2.8185 0.0676 0.4411  0.06
18 H 0.8132 1.6781 0.9330  0.06
19 H 2.3950 2.3643 0.5376  0.11
20 H 1.3172 2.1789 -2.0171  0.11
21 H 1.1939 3.6395 -0.9503  0.12
22 H -0.9278 2.6546 -2.1700  0.11
23 H -1.0202 3.3125 -0.5472  0.08
24 H -0.4563 0.4164 -0.9111  0.12
25 H -2.5019 0.9264 -4.0528  0.14
26 H -1.1544 0.5722 -3.1133  0.10
27 H -4.8987 2.6755 0.7312  0.06
28 C 1.8627 -3.2372 2.9663  -0.28
29 S 3.4951 -3.3872 2.2232  0.82
30 O 3.7144 -2.1750 1.3869  -0.56
31 C 3.0723 -4.7351 1.1099  -0.27
32 H 1.8874 -2.4136 3.6775  0.05
33 H 1.1220 -3.0306 2.1925  0.05
34 H 1.6156 -4.1609 3.4895  0.06
35 H 2.2540 -4.4315 0.4561  0.05
36 H 2.7868 -5.6110 1.6925  0.06
37 H 3.9503 -4.9686 0.5110  0.05

Forces on atoms 1 to 2 (eV/Å):
-0.3 0.5 0.1
0.3 -0.9 -0.4